Molecular formula: C15H11N5O2S
Method: DFT, ωB97M-V with the def2-TZVPD basis set

Computed properties:
Energy, hartree: -1400.1419
LUMO level, Ha: -0.02757
Net charge: 0
HOMO energy, eV: -8.291
Orbital gap, eV: 7.541
Max |F|, hartree/bohr: 0.3668

Positions of all 34 atoms, in Å:
S  0.582  3.023  -0.997
O  -5.881  -0.941  -1.509
O  -6.229  -1.627  0.652
N  3.822  -0.299  0.100
N  -1.784  1.550  -1.141
N  -1.058  1.682  0.724
N  1.625  0.428  -0.506
N  -5.526  -1.064  -0.324
C  -2.121  0.894  0.722
C  -2.677  0.853  -0.564
C  2.397  -0.714  -0.153
C  -3.753  0.119  -1.145
C  -2.938  0.473  1.740
C  -4.417  -0.396  -0.009
C  2.255  -1.957  -0.735
C  1.634  2.574  0.638
C  -4.138  -0.278  1.247
C  -0.775  2.084  -0.519
C  3.590  0.845  0.615
C  2.365  1.119  0.321
C  4.512  -2.559  -0.338
C  4.717  -1.237  0.320
C  3.184  -2.860  -0.593
H  4.484  1.403  1.023
H  -2.513  0.361  2.778
H  1.370  -2.317  -1.174
H  -4.171  0.158  -2.028
H  5.412  -3.095  -0.249
H  1.038  2.561  1.272
H  2.463  3.504  0.536
H  -1.649  1.915  -2.273
H  5.606  -0.960  0.709
H  -4.608  -1.090  1.960
H  3.184  -4.152  -1.099